*i*
C4H9NO2 | ωB97M-V with the def2-TZVPD basis set

* gap between HOMO and LUMO: 10.41 eV
* LUMO level: 0.93 eV
* structure (SMILES): COCCNC=O

```
! RIJCOSX wB97M-V def2-TZVPD def2/J DEFGRID3
* xyz 0 1
O -2.72491 -1.24837 0.84385
O 1.23102 0.58964 -0.07260
N -0.53168 -1.15583 0.97646
C -1.68076 -1.83054 1.07995
C -0.07360 0.76814 -0.52708
C -0.95489 0.37714 0.59707
C 2.17048 0.84321 -1.06763
H 2.09052 1.87966 -1.42680
H 3.14833 0.68227 -0.61608
H -0.81561 0.91577 1.52973
H 0.35804 -1.65420 1.20005
H -1.68857 -2.89250 1.37574
H -0.30628 0.11582 -1.39076
H -0.26425 1.80772 -0.84824
H 2.03565 0.16300 -1.92207
H -1.99351 0.63908 0.26841
*
```

*ii*
C4H9NO2 | ωB97M-V with the def2-TZVPD basis set

* gap between HOMO and LUMO: 10.79 eV
* LUMO level: 0.81 eV
* structure (SMILES): NC(=O)CCCO

```
! RIJCOSX wB97M-V def2-TZVPD def2/J DEFGRID3
* xyz 0 1
O -1.65759 1.52975 0.39686
O 0.48365 -2.28046 1.76600
N 0.01825 2.40882 -0.78364
C -0.73656 1.28290 -0.39402
C -0.18693 0.01837 -1.02853
C 0.63244 -0.77702 -0.01015
C -0.30445 -1.29578 1.06238
H 0.69388 2.38219 -1.51023
H 1.11674 -1.62419 -0.56734
H 0.35455 0.22193 -1.88252
H -0.26938 3.28203 -0.54761
H 1.48629 -0.19473 0.32629
H -1.15632 -1.93820 0.69335
H -0.63539 -0.47775 1.63748
H -1.03571 -0.73424 -1.37370
H 1.19653 -1.80360 2.21537
*
```

It is *ii* that is the most stable of them.